1.
DFT (ωB97M-V/def2-TZVPD) results for 3 unconnected molecules or ions with the total composition C17H24N3O3S.

Geometry (Å):
1 C 5.792 2.925 1.837
2 C -5.818 -1.520 3.389
3 N 2.250 -0.140 -2.843
4 C 2.614 -0.540 -1.512
5 C -0.191 -0.233 -2.393
6 C -7.089 -2.050 3.574
7 C -1.446 -1.077 -2.637
8 H -7.337 -2.558 4.498
9 H -2.162 -1.382 -0.615
10 H -4.512 -0.450 2.051
11 H 2.162 0.656 0.038
12 H -0.451 0.791 -2.652
13 C 7.997 1.321 1.319
14 C 5.655 1.796 1.038
15 C -6.448 -0.751 1.200
16 H 0.783 -0.295 -4.295
17 C 8.133 2.453 2.113
18 C 7.030 3.254 2.373
19 S -2.973 0.787 -1.253
20 H -6.180 -0.245 0.280
21 C 0.952 -0.679 -3.291
22 H 4.694 1.531 0.612
23 C -2.490 -0.920 -1.543
24 H -8.461 -1.185 0.601
25 O -4.342 0.689 -0.711
26 H 2.399 -2.371 -1.810
27 H 0.076 -0.260 -1.339
28 H 7.135 4.135 2.994
29 H 2.977 -0.428 -3.487
30 O -2.894 1.413 -2.567
31 C -8.042 -1.927 2.571
32 H 8.856 0.693 1.121
33 H -5.075 -1.614 4.172
34 H -1.149 -2.131 -2.675
35 N 2.897 0.527 -0.644
36 H 3.052 1.378 -1.163
37 H -9.035 -2.336 2.715
38 C -5.499 -0.870 2.204
39 O -1.985 1.287 -0.303
40 H -3.404 -1.434 -1.841
41 H 4.931 3.548 2.042
42 N 2.692 -1.725 -1.078
43 C 6.759 0.995 0.782
44 C -7.720 -1.279 1.385
45 H -1.859 -0.825 -3.612
46 H 0.976 -1.776 -3.339
47 H 6.649 0.113 0.164
48 H 9.100 2.709 2.530

The total charge is -1. The total energy is -39468.38789 eV. The calculation puts the HOMO energy at -5.34 eV.

So, what does the natural (NBO) scheme give us? The charges, in e, come out as: number 1, C, carries -0.213; number 2, C, carries -0.227; number 3, N, carries -0.697; number 4, C, carries 0.574; number 5, C, carries -0.430; number 6, C, carries -0.234; number 7, C, carries -0.388; number 8, H, carries 0.198; number 9, H, carries 0.215; number 10, H, carries 0.235; number 11, H, carries 0.401; number 12, H, carries 0.245; number 13, C, carries -0.222; number 14, C, carries -0.216; number 15, C, carries -0.148; number 16, H, carries 0.197; number 17, C, carries -0.223; number 18, C, carries -0.218; number 19, S, carries 2.408; number 20, H, carries 0.253; number 21, C, carries -0.199; number 22, H, carries 0.240; number 23, C, carries -0.689; number 24, H, carries 0.203; number 25, O, carries -1.051; number 26, H, carries 0.328; number 27, H, carries 0.208; number 28, H, carries 0.206; number 29, H, carries 0.366; number 30, O, carries -1.038; number 31, C, carries -0.230; number 32, H, carries 0.206; number 33, H, carries 0.202; number 34, H, carries 0.177; number 35, N, carries -0.858; number 36, H, carries 0.379; number 37, H, carries 0.198; number 38, C, carries -0.213; number 39, O, carries -1.040; number 40, H, carries 0.220; number 41, H, carries 0.212; number 42, N, carries -0.673; number 43, C, carries -0.200; number 44, C, carries -0.242; number 45, H, carries 0.212; number 46, H, carries 0.146; number 47, H, carries 0.215; number 48, H, carries 0.205

***

2.
DFT (ωB97M-V/def2-TZVPD) results for 2 unconnected molecules or ions with the total composition F2H3N2P in a non-equilibrium geometry.

Geometry (Å):
1 N -0.451 0.004 -0.859
2 F -3.244 1.289 -0.278
3 F -3.542 -1.036 -0.528
4 H 0.799 0.490 0.692
5 P -2.739 -0.057 0.481
6 N 0.549 -0.217 0.004
7 H -0.507 0.996 -1.082
8 H 0.556 -1.164 0.362

The total charge is 0. The energy above the lowest of the compared OMol25 structures with the same formula, charge and spin is 48.1 kcal/mol. The total energy is -17751.25693 eV. The calculation puts the HOMO energy (alpha / beta) at -7.57 / -8.14 eV.

So, what does the natural (NBO) scheme give us? The charges, in e, come out as: number 1, N, carries -0.478; number 2, F, carries -0.596; number 3, F, carries -0.587; number 4, H, carries 0.348; number 5, P, carries 1.210; number 6, N, carries -0.586; number 7, H, carries 0.326; number 8, H, carries 0.364

***

3.
DFT (ωB97M-V/def2-TZVPD) results for a single C4H5NO molecule in a non-equilibrium geometry.

Geometry (Å):
1 H 1.635 -1.023 0.694
2 C 1.065 0.262 -0.983
3 C -0.018 0.998 -1.598
4 C -0.453 -0.576 1.098
5 H -0.345 0.233 1.854
6 C 0.788 -0.493 0.138
7 H -0.518 -1.634 1.571
8 H -1.571 0.752 0.339
9 N -0.958 1.664 -1.868
10 H 2.020 0.092 -1.557
11 O -1.645 -0.274 0.313

The total charge is 0. The energy above the lowest of the compared OMol25 structures with the same formula, charge and spin is 50.0 kcal/mol. As for the structure (SMILES): N#C/C=C\CO. The total energy is -7764.35982 eV. The calculation puts the HOMO energy at -10.21 eV.

So, what does the natural (NBO) scheme give us? The charges, in e, come out as: number 1, H, carries 0.205; number 2, C, carries -0.363; number 3, C, carries 0.259; number 4, C, carries -0.123; number 5, H, carries 0.196; number 6, C, carries -0.091; number 7, H, carries 0.207; number 8, H, carries 0.476; number 9, N, carries -0.323; number 10, H, carries 0.260; number 11, O, carries -0.703

***

4.
DFT (ωB97M-V/def2-TZVPD) results for 14 unconnected molecules or ions with the total composition C4H35NO14S2 in a non-equilibrium geometry.

Geometry (Å):
1 C 0.407 -1.861 0.217
2 H -1.694 0.221 0.938
3 S -0.127 -2.948 2.688
4 H 0.108 4.883 0.257
5 C 0.237 -3.381 -2.430
6 O -1.093 3.142 -0.314
7 H 3.236 -0.804 -4.535
8 O -2.566 0.696 -3.138
9 H -1.303 2.861 0.551
10 H 1.752 -0.687 -0.979
11 O 2.589 0.560 0.324
12 O -4.278 -0.308 1.081
13 H -2.551 0.616 -2.134
14 O -1.929 -0.509 0.324
15 O -4.428 -1.606 3.463
16 O 1.913 -1.870 -3.142
17 C 1.159 -2.200 -2.240
18 H 4.508 1.507 -1.922
19 H 1.272 -3.744 0.893
20 N 1.174 -1.617 -0.978
21 O 2.041 3.535 -1.746
22 H -4.216 0.174 1.869
23 H 1.466 1.715 0.879
24 H -0.956 2.139 2.346
25 O 0.674 2.181 1.223
26 H -1.586 0.846 -3.253
27 O 2.864 0.104 -4.235
28 H -0.608 -2.840 -2.720
29 H -2.848 -0.634 0.374
30 H 1.979 -0.109 -4.033
31 H 1.393 4.142 -0.311
32 H 0.670 0.730 -1.453
33 O -1.790 2.618 2.231
34 H -1.918 2.935 -0.802
35 O 1.009 4.749 0.453
36 H 0.724 -4.073 -3.122
37 H -1.842 3.254 2.915
38 H -3.810 -1.071 4.042
39 H 2.009 -2.367 1.582
40 H 0.087 2.088 -1.312
41 H -3.884 -2.405 3.206
42 O 0.166 1.379 -1.978
43 H 3.647 0.608 -3.025
44 H 3.213 0.093 0.844
45 H 2.388 2.719 -1.666
46 H -0.229 -0.567 4.049
47 O 3.681 1.144 -1.997
48 H -0.289 -3.917 -1.577
49 H -0.712 -2.184 -0.059
50 H 0.864 3.232 1.198
51 C 1.011 -2.729 1.253
52 H -4.875 -1.042 1.506
53 H 1.589 3.702 -2.630
54 H 0.141 -0.765 0.588
55 H 3.047 0.857 -0.467
56 S -0.917 -1.196 3.164

The total charge is 0. The energy above the lowest of the compared OMol25 structures with the same formula, charge and spin is 100.0 kcal/mol. The total energy is -56540.45996 eV. The calculation puts the HOMO energy at -9.42 eV.

So, what does the natural (NBO) scheme give us? The charges, in e, come out as: number 1, C, carries -0.286; number 2, H, carries 0.475; number 3, S, carries 0.109; number 4, H, carries 0.485; number 5, C, carries -0.740; number 6, O, carries -0.981; number 7, H, carries 0.507; number 8, O, carries -0.964; number 9, H, carries 0.499; number 10, H, carries 0.412; number 11, O, carries -0.983; number 12, O, carries -0.948; number 13, H, carries 0.476; number 14, O, carries -0.991; number 15, O, carries -0.968; number 16, O, carries -0.700; number 17, C, carries 0.720; number 18, H, carries 0.469; number 19, H, carries 0.237; number 20, N, carries -0.656; number 21, O, carries -0.957; number 22, H, carries 0.476; number 23, H, carries 0.499; number 24, H, carries 0.510; number 25, O, carries -1.083; number 26, H, carries 0.486; number 27, O, carries -0.922; number 28, H, carries 0.251; number 29, H, carries 0.495; number 30, H, carries 0.511; number 31, H, carries 0.512; number 32, H, carries 0.459; number 33, O, carries -0.977; number 34, H, carries 0.476; number 35, O, carries -0.986; number 36, H, carries 0.244; number 37, H, carries 0.481; number 38, H, carries 0.487; number 39, H, carries 0.213; number 40, H, carries 0.512; number 41, H, carries 0.487; number 42, O, carries -0.991; number 43, H, carries 0.538; number 44, H, carries 0.486; number 45, H, carries 0.493; number 46, H, carries 0.106; number 47, O, carries -1.056; number 48, H, carries 0.230; number 49, H, carries 0.251; number 50, H, carries 0.508; number 51, C, carries -0.543; number 52, H, carries 0.499; number 53, H, carries 0.506; number 54, H, carries 0.255; number 55, H, carries 0.510; number 56, S, carries -0.140

***

5.
DFT (ωB97M-V/def2-TZVPD) results for a molecular structure, C26H36N3PPd in a non-equilibrium geometry.

Geometry (Å):
1 H -2.599 1.485 0.629
2 H 0.243 0.128 -2.910
3 H -2.494 1.456 -2.419
4 H -1.194 -2.487 -1.230
5 C 2.611 -1.200 3.466
6 C 0.986 -3.445 0.258
7 C -3.202 -2.789 -0.595
8 H -2.895 2.835 -1.388
9 C -2.107 -1.891 -1.166
10 H -1.713 0.939 2.791
11 H -3.443 -1.045 -2.664
12 C -4.224 0.591 -0.442
13 H -0.764 -0.360 3.518
14 H -2.417 -2.348 -3.254
15 C 2.662 3.909 -1.590
16 H -0.144 0.511 2.102
17 H -4.828 1.489 -0.284
18 C 1.996 -2.403 3.761
19 C 1.211 2.002 -2.918
20 C -3.158 -1.129 2.175
21 H -1.260 2.144 -1.350
22 H -2.946 -3.160 0.399
23 C 1.273 3.293 -3.431
24 H 4.996 0.382 2.989
25 C 5.122 1.978 1.554
26 H -3.114 -1.489 3.207
27 H -3.706 -0.185 2.185
28 C 2.618 -0.770 2.146
29 H -4.461 0.216 -1.436
30 C -1.735 -0.921 1.654
31 H 1.627 -4.314 0.092
32 N 2.041 -1.465 1.152
33 C 3.280 0.471 1.690
34 N 2.657 1.092 0.688
35 N 1.824 1.675 -1.772
36 P -1.490 -0.434 -0.152
37 H 1.953 -2.765 4.780
38 H -1.725 -0.746 -2.984
39 C 1.492 -2.654 1.430
40 H -1.193 -1.868 1.737
41 Pd 0.793 -0.014 -0.351
42 H 6.096 2.318 1.883
43 H -3.330 -3.656 -1.250
44 C 1.444 -3.147 2.730
45 C -1.042 0.104 2.568
46 C -2.321 1.905 -1.438
47 H 3.057 -0.592 4.242
48 C 1.997 4.259 -2.751
49 C 4.511 0.899 2.172
50 H -4.536 -0.154 0.287
51 C 3.261 2.102 0.064
52 H -0.380 1.247 -4.169
53 H 1.186 0.449 -4.378
54 H -3.726 -1.852 1.593
55 H 0.764 3.534 -4.355
56 H 2.045 5.275 -3.121
57 C -2.742 0.950 -0.317
58 H 3.234 4.639 -1.033
59 C 0.508 0.893 -3.644
60 H 4.984 3.387 -0.064
61 C 2.558 2.600 -1.137
62 H -4.161 -2.272 -0.540
63 H 0.980 -4.105 2.929
64 C 4.501 2.580 0.472
65 C -2.443 -1.472 -2.601
66 H -0.033 -3.804 0.415
67 H 1.019 -2.801 -0.621

The total charge is 0. The total energy is -44786.10923 eV. The calculation puts the HOMO energy at -5.68 eV.

So, what does the natural (NBO) scheme give us? The charges, in e, come out as: number 1, H, carries 0.220; number 2, H, carries 0.250; number 3, H, carries 0.197; number 4, H, carries 0.225; number 5, C, carries -0.253; number 6, C, carries -0.656; number 7, C, carries -0.612; number 8, H, carries 0.201; number 9, C, carries -0.525; number 10, H, carries 0.197; number 11, H, carries 0.199; number 12, C, carries -0.616; number 13, H, carries 0.207; number 14, H, carries 0.208; number 15, C, carries -0.244; number 16, H, carries 0.235; number 17, H, carries 0.207; number 18, C, carries -0.167; number 19, C, carries 0.249; number 20, C, carries -0.619; number 21, H, carries 0.230; number 22, H, carries 0.205; number 23, C, carries -0.252; number 24, H, carries 0.221; number 25, C, carries -0.175; number 26, H, carries 0.206; number 27, H, carries 0.200; number 28, C, carries 0.171; number 29, H, carries 0.200; number 30, C, carries -0.519; number 31, H, carries 0.224; number 32, N, carries -0.444; number 33, C, carries 0.180; number 34, N, carries -0.427; number 35, N, carries -0.446; number 36, P, carries 0.876; number 37, H, carries 0.217; number 38, H, carries 0.218; number 39, C, carries 0.244; number 40, H, carries 0.217; number 41, Pd, carries 0.062; number 42, H, carries 0.218; number 43, H, carries 0.206; number 44, C, carries -0.259; number 45, C, carries -0.621; number 46, C, carries -0.610; number 47, H, carries 0.220; number 48, C, carries -0.168; number 49, C, carries -0.229; number 50, H, carries 0.212; number 51, C, carries 0.179; number 52, H, carries 0.215; number 53, H, carries 0.226; number 54, H, carries 0.209; number 55, H, carries 0.216; number 56, H, carries 0.216; number 57, C, carries -0.532; number 58, H, carries 0.216; number 59, C, carries -0.661; number 60, H, carries 0.219; number 61, C, carries 0.170; number 62, H, carries 0.204; number 63, H, carries 0.216; number 64, C, carries -0.228; number 65, C, carries -0.609; number 66, H, carries 0.217; number 67, H, carries 0.248

***

6.
DFT (ωB97M-V/def2-TZVPD) results for 2 unconnected molecules or ions with the total composition C2H4INO2 in a non-equilibrium geometry.

Geometry (Å):
1 O -0.166 -2.102 -2.078
2 H -1.215 2.022 0.894
3 H -0.511 0.971 -0.379
4 N -0.253 -1.028 -1.279
5 O -1.330 -0.882 -0.800
6 C -0.344 1.272 0.643
7 I 1.960 -0.552 1.301
8 H 0.464 1.511 2.450
9 C 0.505 0.946 1.562
10 H 0.890 -2.159 -2.314

The total charge is 0. The energy above the lowest of the compared OMol25 structures with the same formula, charge and spin is 97.0 kcal/mol. As for the structure (SMILES): C=CI.O=NO. The total energy is -15820.08095 eV. The calculation puts the HOMO energy at -9.13 eV.

So, what does the natural (NBO) scheme give us? The charges, in e, come out as: number 1, O, carries -0.507; number 2, H, carries 0.202; number 3, H, carries 0.219; number 4, N, carries 0.326; number 5, O, carries -0.303; number 6, C, carries -0.381; number 7, I, carries 0.103; number 8, H, carries 0.215; number 9, C, carries -0.365; number 10, H, carries 0.492

***

7.
DFT (ωB97M-V/def2-TZVPD) results for a single HNO2 molecule in a non-equilibrium geometry.

Geometry (Å):
1 O 0.597 -0.523 0.735
2 O -0.328 0.804 -0.407
3 N -0.157 -0.462 -0.228
4 H -1.055 0.989 -1.027

The total charge is 0. The energy above the lowest of the compared OMol25 structures with the same formula, charge and spin is 9.2 kcal/mol. As for the structure (SMILES): O=NO. The total energy is -5598.15672 eV. The calculation puts the HOMO energy at -10.77 eV.

So, what does the natural (NBO) scheme give us? The charges, in e, come out as: number 1, O, carries -0.322; number 2, O, carries -0.493; number 3, N, carries 0.335; number 4, H, carries 0.480

***

8.
DFT (ωB97M-V/def2-TZVPD) results for 2 unconnected molecules or ions with the total composition C2H7IN3 in a non-equilibrium geometry.

Geometry (Å):
1 H 1.034 -0.929 0.847
2 H -0.579 3.616 -0.174
3 H 0.971 1.655 -0.175
4 I -2.498 -0.172 -0.017
5 C 0.631 -1.453 -0.120
6 H 1.043 -1.279 -1.070
7 N -0.577 0.331 -0.181
8 C -0.112 1.507 0.041
9 H -1.827 2.390 0.350
10 H -0.768 -2.941 -0.565
11 N -0.326 -2.321 0.096
12 H -0.733 -2.251 1.040
13 N -0.836 2.613 0.118

The total charge is +1. The energy above the lowest of the compared OMol25 structures with the same formula, charge and spin is 28.0 kcal/mol. The total energy is -14750.23579 eV. The calculation puts the HOMO energy at -13.17 eV.

So, what does the natural (NBO) scheme give us? The charges, in e, come out as: number 1, H, carries 0.244; number 2, H, carries 0.456; number 3, H, carries 0.213; number 4, I, carries 0.364; number 5, C, carries 0.108; number 6, H, carries 0.233; number 7, N, carries -0.712; number 8, C, carries 0.305; number 9, H, carries 0.408; number 10, H, carries 0.439; number 11, N, carries -0.700; number 12, H, carries 0.428; number 13, N, carries -0.786